{"formula": "C38H58N5OP2RbS2", "method": "wB97M-V/def2-TZVPD", "species": ["Rb", "S", "S", "P", "P", "O", "N", "N", "N", "N", "N", "C", "C", "C", "C", "C", "C", "C", "C", "C", "C", "C", "C", "C", "C", "C", "C", "C", "C", "C", "C", "C", "C", "C", "C", "C", "C", "C", "C", "C", "C", "C", "C", "C", "C", "C", "C", "C", "C", "H", "H", "H", "H", "H", "H", "H", "H", "H", "H", "H", "H", "H", "H", "H", "H", "H", "H", "H", "H", "H", "H", "H", "H", "H", "H", "H", "H", "H", "H", "H", "H", "H", "H", "H", "H", "H", "H", "H", "H", "H", "H", "H", "H", "H", "H", "H", "H", "H", "H", "H", "H", "H", "H", "H", "H", "H", "H"], "coordinates": [[-0.481, -0.210, 0.225], [-1.808, -2.018, 2.069], [2.048, -2.855, 1.231], [0.652, -1.541, -2.266], [-1.524, 2.650, 0.078], [1.460, -1.972, 0.169], [0.109, -0.167, 2.868], [1.313, 1.462, 1.257], [-0.254, -1.057, 3.903], [-1.619, -2.898, 4.461], [-1.572, 0.515, -2.083], [-1.984, 3.343, -4.491], [-3.486, 4.547, 0.961], [-1.124, -1.960, 3.608], [-1.748, 2.900, -1.726], [2.826, 3.244, 0.685], [0.986, 3.836, -0.147], [-3.565, -1.792, -4.173], [1.528, -0.963, -4.910], [-0.968, -1.616, -3.071], [-0.348, 3.964, 0.604], [-0.057, 3.881, 2.106], [-1.831, 2.051, -3.982], [-3.425, 2.303, 2.065], [-3.185, 3.066, 0.757], [0.780, 1.082, 4.926], [-1.739, 1.775, -2.596], [3.457, -4.738, -0.085], [0.405, -3.973, -0.945], [2.992, 3.540, 2.032], [1.819, -0.745, -3.429], [1.936, 0.756, -3.144], [1.463, 1.771, 2.549], [1.806, -4.071, -3.024], [4.437, -4.066, 0.861], [1.982, 2.200, 0.350], [0.721, 0.846, 3.423], [3.869, -2.683, 1.123], [1.328, -3.186, -1.880], [-1.350, -2.687, -3.899], [-2.629, -2.773, -4.453], [2.095, -4.555, 0.557], [-1.899, -0.566, -2.844], [2.305, 2.789, 2.986], [-1.898, 4.200, -2.255], [-2.025, 4.421, -3.624], [-2.724, -1.715, 6.290], [-3.204, -0.711, -3.370], [-1.646, -2.708, 5.888], [4.092, -2.004, 0.294], [-2.531, -0.724, 5.867], [3.487, -4.251, -1.068], [-2.890, -3.612, -5.089], [1.691, 4.606, 0.186], [0.864, 3.963, -1.228], [0.348, 2.903, 2.389], [-2.058, 3.489, -5.562], [-4.446, 2.469, 2.426], [-2.552, -1.668, -0.220], [5.443, -4.010, 0.434], [-1.852, -3.672, 6.365], [-3.403, 5.118, 0.034], [-3.941, 0.060, -3.154], [1.030, 1.297, -3.429], [1.965, -5.239, 1.402], [3.659, 4.339, 2.340], [-2.762, -1.617, 7.379], [0.986, -4.526, -3.583], [2.765, 1.191, -3.714], [2.401, -4.902, -2.626], [-3.923, 2.680, 0.041], [-1.899, 5.064, -1.602], [0.676, 4.641, 2.399], [0.921, 2.135, 5.174], [2.810, -1.168, -3.219], [-2.824, 5.008, 1.701], [-4.569, -1.848, -4.576], [-0.758, 4.957, 0.392], [-2.740, 2.617, 2.859], [-2.442, -3.302, 4.029], [2.448, -3.534, -3.727], [2.332, -0.536, -5.522], [0.157, -3.395, -0.047], [4.503, -4.633, 1.797], [0.891, -4.897, -0.612], [-0.159, 0.791, 5.406], [3.692, -5.797, -0.229], [-3.710, -2.042, 5.941], [4.246, -2.249, 2.052], [1.456, -2.024, -5.166], [-1.766, 1.230, -4.694], [1.813, 1.912, -0.683], [-3.300, 1.223, 1.927], [3.344, 3.802, -0.085], [-0.652, -3.474, -4.137], [-0.954, 4.057, 2.707], [0.595, -0.478, -5.219], [1.455, 2.860, 0.022], [2.230, -2.965, -1.293], [-4.512, 4.680, 1.323], [2.459, 2.999, 4.035], [1.274, -4.698, -0.150], [2.129, 0.957, -2.083], [1.601, 0.497, 5.351], [-2.137, 5.429, -4.007], [-0.534, -4.251, -1.434], [-0.669, -2.376, 6.256]], "forces_ev_per_a": [[-0.5, -0.5, -0.1], [-1.4, -1.3, -0.6], [-0.2, 0.1, 0.6], [-0.8, 1.5, 0.7], [-0.2, -0.9, -0.7], [1.6, 0.8, 2.5], [0.8, -0.4, 3.2], [1.7, 0.0, -0.9], [1.4, 1.3, 1.6], [0.7, -0.5, 1.2], [-0.1, 2.3, -1.2], [0.2, -1.3, 0.5], [-0.2, 0.3, -0.1], [-0.9, 0.2, -2.7], [0.1, 1.9, 0.3], [7.8, -0.1, 4.5], [-6.1, 5.6, -2.4], [0.3, 0.9, 0.6], [0.2, 0.0, -0.4], [-0.1, -0.9, -1.1], [0.3, 0.4, -0.1], [-1.2, 0.6, 0.2], [-0.2, 0.8, -1.2], [0.0, -0.3, 0.1], [-0.5, 0.5, 0.7], [-0.3, 0.1, -0.3], [0.2, -2.1, 0.8], [0.2, -0.3, 0.2], [-4.6, 1.2, -3.7], [0.7, -0.5, -2.0], [0.4, 0.0, -0.8], [0.0, 0.2, 0.1], [1.7, -1.5, 0.7], [0.0, -0.5, -0.3], [0.5, -0.1, -0.1], [7.8, -13.0, 6.1], [-0.3, 0.0, 0.5], [0.3, 0.0, 0.1], [0.5, -1.6, -1.0], [-0.7, 0.5, 0.1], [0.5, -0.4, 0.0], [4.8, -0.3, 4.2], [-0.1, -0.2, -0.1], [0.4, -1.1, 1.0], [0.2, -1.0, -0.2], [-0.1, 0.8, 0.2], [-0.2, 0.3, 0.4], [-0.2, -0.4, -0.7], [-0.1, 0.0, 0.1], [-0.2, 0.0, 0.1], [0.0, -0.2, 0.0], [0.2, -0.2, 0.3], [0.0, -0.1, 0.0], [-0.7, -0.4, 0.0], [-0.2, -0.4, -0.2], [-1.7, 1.9, -0.3], [0.0, 0.0, 0.0], [0.0, 0.1, 0.0], [-0.6, -0.3, -0.5], [0.1, 0.1, 0.1], [0.0, 0.0, 0.0], [0.0, 0.0, 0.0], [0.2, -0.1, 0.1], [-0.1, -0.1, 0.1], [0.1, 0.1, 0.2], [-0.1, 0.1, -0.1], [-0.1, 0.1, 0.1], [0.0, 0.1, 0.0], [0.0, 0.0, -0.1], [0.0, -0.1, -0.1], [0.4, -0.1, -0.1], [0.0, 0.0, 0.2], [-0.1, -0.1, -0.1], [0.3, 0.1, -0.2], [0.0, -0.2, 0.1], [0.0, -0.1, 0.0], [0.0, 0.0, 0.0], [0.2, 0.2, -0.2], [0.0, 0.0, -0.1], [0.1, 0.0, 0.1], [-0.1, 0.1, 0.0], [0.0, 0.0, -0.1], [-0.5, -0.6, -0.6], [0.0, 0.0, -0.1], [-9.6, -3.8, -11.3], [0.3, -0.3, -0.2], [0.0, 0.0, 0.0], [0.1, 0.0, 0.0], [-0.2, 0.1, -0.1], [-0.1, 0.1, 0.1], [-0.1, 0.0, 0.2], [1.4, -1.6, -0.2], [0.1, 0.1, 0.0], [0.1, -0.2, 0.1], [0.2, -0.1, 0.1], [-0.1, 0.0, -0.1], [0.0, -0.1, 0.2], [-11.5, 11.6, -6.3], [-0.5, 0.3, -0.7], [0.0, 0.0, 0.0], [-0.2, -0.1, 0.0], [8.4, 3.2, 10.2], [0.0, -0.3, -0.3], [-0.1, 0.0, 0.2], [0.0, 0.1, 0.0], [-0.1, 0.3, -0.3], [-0.1, 0.0, -0.3]], "mulliken_charge": [0.334, -0.777, 0.312, 1.286, -0.652, -0.541, 1.498, 1.212, -1.187, -0.230, 1.019, -0.892, -1.485, 0.346, 0.250, -1.360, -1.269, -0.820, -1.715, 1.465, 0.459, -1.995, 0.172, -1.387, 0.568, -1.553, -1.179, -0.119, -1.119, -1.197, 0.305, -1.258, 0.555, -1.792, -0.824, 0.589, -0.093, -0.752, 0.898, -0.662, -0.728, -0.215, -1.668, -0.932, -0.068, -0.944, -0.998, 0.267, -0.526, 0.150, 0.193, 0.048, 0.368, 0.685, 0.336, -0.099, 0.359, 0.509, 0.179, 0.421, 0.376, 0.284, 0.426, 0.161, 0.748, 0.320, 0.371, 0.308, 0.494, 0.536, 0.544, 0.141, 0.404, 0.494, 0.539, 0.191, 0.325, 1.103, 0.172, 0.199, 0.314, 0.491, -0.112, 0.308, 0.674, 0.232, 0.397, 0.285, 0.570, 0.363, 0.289, 0.079, 0.232, 0.775, 0.052, 0.454, 0.162, -0.676, -0.440, 0.499, 0.388, -0.639, 0.093, 0.157, 0.393, 0.499, 0.281], "spin_multiplicity": 1, "energy_ha": -3334.16611, "lumo_energy_ev": 3.649, "molar_mass_g_mol": 812.47, "orbital_gap_ev": 2.24, "total_charge": -2}